#A
{
  "formula": "C2H5N2",
  "method": "ωB97M-V/def2-TZVPD",
  "smiles": "[NH2+]=C1CN1",
  "molar_mass_g_mol": 57.1,
  "multiplicity": 1,
  "homo_ev": -16.3,
  "e_lumo_ha": -0.1770,
  "charge": 1,
  "elements": ["N", "C", "C", "N", "H", "H", "H", "H", "H"],
  "positions_angstrom": [[-1.455, 0.137, -0.060], [-0.183, -0.030, -0.182], [1.059, -0.754, -0.134], [0.888, 0.819, -0.079], [-2.221, -0.521, -0.316], [-1.889, 1.013, 0.134], [1.334, -1.145, 0.905], [1.531, -1.048, -1.042], [0.936, 1.528, 0.773]],
  "nbo_charge": [-0.67, 0.52, -0.21, -0.52, 0.46, 0.44, 0.27, 0.27, 0.45]
}


#B
{
  "formula": "C2H5N2",
  "method": "ωB97M-V/def2-TZVPD",
  "molar_mass_g_mol": 57.1,
  "multiplicity": 1,
  "homo_ev": [-15.7, -16.8],
  "e_lumo_ha": [-0.3155, -0.2070],
  "charge": 1,
  "elements": ["C", "C", "N", "N", "H", "H", "H", "H", "H"],
  "positions_angstrom": [[-0.246, -1.090, 0.046], [0.085, 0.808, 0.024], [-1.075, -0.075, -0.146], [0.862, -0.371, 0.153], [-0.762, -2.090, 0.197], [0.268, 1.614, -0.832], [-0.031, 1.399, 1.039], [-1.945, 0.045, 0.287], [2.843, -0.240, -0.768]],
  "nbo_charge": [0.29, -0.11, -0.42, -0.29, 0.27, 0.27, 0.25, 0.43, 0.31]
}


#C
{
  "formula": "C2H5N2",
  "method": "ωB97M-V/def2-TZVPD",
  "smiles": "[NH2+]=C1CN1",
  "molar_mass_g_mol": 57.1,
  "multiplicity": 1,
  "homo_ev": -15.5,
  "e_lumo_ha": -0.1879,
  "charge": 1,
  "elements": ["N", "C", "C", "N", "H", "H", "H", "H", "H"],
  "positions_angstrom": [[0.606, 1.390, 0.284], [0.271, 0.203, 0.022], [-0.352, -0.925, -0.680], [0.126, -1.215, 0.636], [0.410, 2.043, -0.540], [1.228, 1.516, 1.124], [-1.466, -1.112, -0.890], [0.131, -1.383, -1.533], [-0.484, -1.453, 1.388]],
  "nbo_charge": [-0.65, 0.56, -0.27, -0.53, 0.48, 0.48, 0.26, 0.25, 0.43]
}


Most stable structure: #A


#A
{
  "formula": "C5H11NS",
  "method": "ωB97M-V/def2-TZVPD",
  "smiles": "C/C=N\\SC(C)C",
  "molar_mass_g_mol": 117.2,
  "multiplicity": 1,
  "homo_ev": -8.4,
  "e_lumo_ha": 0.0362,
  "elements": ["C", "C", "N", "S", "C", "C", "C", "H", "H", "H", "H", "H", "H", "H", "H", "H", "H", "H"],
  "positions_angstrom": [[3.141, -0.624, 0.264], [2.458, 0.540, -0.360], [1.210, 0.630, -0.620], [0.241, -0.674, 0.018], [-1.375, 0.022, -0.403], [-2.506, -1.002, -0.209], [-1.580, 1.278, 0.454], [3.043, -0.621, 1.362], [2.680, -1.590, 0.011], [4.197, -0.637, 0.034], [3.078, 1.397, -0.659], [-1.329, 0.323, -1.452], [-3.464, -0.516, -0.476], [-2.356, -1.937, -0.783], [-2.593, -1.294, 0.842], [-0.929, 2.079, 0.092], [-2.636, 1.570, 0.390], [-1.280, 1.056, 1.494]],
  "nbo_charge": [-0.71, 0.10, -0.54, 0.34, -0.35, -0.62, -0.62, 0.24, 0.24, 0.23, 0.18, 0.22, 0.22, 0.22, 0.21, 0.23, 0.20, 0.21]
}


#B
{
  "formula": "C5H11NS",
  "method": "ωB97M-V/def2-TZVPD",
  "molar_mass_g_mol": 117.2,
  "multiplicity": 1,
  "homo_ev": -7.7,
  "e_lumo_ha": 0.0308,
  "elements": ["C", "C", "C", "C", "C", "N", "S", "H", "H", "H", "H", "H", "H", "H", "H", "H", "H", "H"],
  "positions_angstrom": [[2.212, 1.292, -1.443], [2.235, 2.536, -0.698], [-1.002, -1.551, 1.336], [-1.616, -0.122, 0.961], [-1.063, 0.336, -0.371], [-0.165, 1.464, -0.227], [1.272, 1.168, 0.209], [1.688, 1.159, -2.311], [3.264, 0.758, -1.516], [3.115, 2.989, -0.249], [1.556, 3.223, -1.124], [-1.056, -2.101, 0.427], [-0.004, -1.441, 1.714], [-1.457, -2.153, 2.106], [-1.467, 0.398, 1.826], [-2.735, -0.211, 0.824], [-0.599, -0.472, -0.954], [-1.836, 0.801, -1.041]],
  "nbo_charge": [-0.56, -0.48, -0.61, -0.41, -0.24, -0.95, 0.96, 0.23, 0.21, 0.23, 0.24, 0.20, 0.19, 0.21, 0.21, 0.20, 0.17, 0.20]
}


Most stable structure: #A


#A
{
  "formula": "C22H23N3O2S",
  "method": "ωB97M-V/def2-TZVPD",
  "smiles": "Cc1cccc2cc3c(nc12)S/C(=N\\C[C@@H]1CCCO1)N(Cc1ccco1)C3",
  "molar_mass_g_mol": 393.5,
  "multiplicity": 1,
  "homo_ev": -8.1,
  "e_lumo_ha": 0.0110,
  "elements": ["C", "C", "C", "C", "C", "C", "C", "C", "C", "N", "C", "S", "C", "N", "C", "C", "C", "C", "C", "O", "N", "C", "C", "C", "C", "C", "O", "C", "H", "H", "H", "H", "H", "H", "H", "H", "H", "H", "H", "H", "H", "H", "H", "H", "H", "H", "H", "H", "H", "H", "H"],
  "positions_angstrom": [[3.511, 1.435, 1.538], [2.745, 0.388, 2.281], [2.816, 0.260, 3.645], [2.079, -0.715, 4.333], [1.263, -1.576, 3.654], [1.157, -1.487, 2.254], [0.333, -2.345, 1.493], [0.268, -2.188, 0.139], [1.037, -1.152, -0.441], [1.826, -0.358, 0.220], [1.902, -0.495, 1.559], [0.922, -0.948, -2.185], [-0.919, -1.066, -2.268], [-1.623, -0.299, -2.966], [-1.096, 0.848, -3.628], [-1.176, 2.068, -2.677], [-0.399, 3.264, -3.234], [0.990, 3.039, -2.639], [0.652, 2.429, -1.279], [-0.594, 1.763, -1.424], [-1.459, -2.080, -1.548], [-2.782, -1.866, -0.978], [-2.676, -1.351, 0.422], [-3.029, -1.891, 1.625], [-2.588, -0.976, 2.612], [-1.994, 0.042, 1.934], [-2.046, -0.175, 0.615], [-0.585, -2.974, -0.809], [2.836, 2.231, 1.224], [4.292, 1.862, 2.162], [3.949, 1.007, 0.640], [3.455, 0.926, 4.208], [2.165, -0.779, 5.408], [0.690, -2.329, 4.174], [-0.236, -3.120, 1.990], [-1.715, 1.041, -4.507], [-0.055, 0.696, -3.940], [-2.235, 2.289, -2.498], [-0.826, 4.195, -2.858], [-0.402, 3.285, -4.321], [1.554, 2.327, -3.242], [1.568, 3.956, -2.545], [0.536, 3.212, -0.516], [1.396, 1.706, -0.933], [-3.331, -2.811, -0.982], [-3.282, -1.143, -1.625], [-3.545, -2.815, 1.787], [-2.695, -1.070, 3.674], [-1.510, 0.940, 2.264], [-1.200, -3.706, -0.284], [0.057, -3.497, -1.530]],
  "nbo_charge": [-0.63, -0.01, -0.20, -0.21, -0.19, -0.10, -0.12, -0.10, 0.10, -0.46, 0.21, 0.20, 0.39, -0.52, -0.25, 0.10, -0.43, -0.44, -0.08, -0.54, -0.44, -0.26, 0.27, -0.32, -0.33, 0.10, -0.39, -0.24, 0.22, 0.21, 0.24, 0.21, 0.21, 0.21, 0.22, 0.20, 0.18, 0.19, 0.21, 0.21, 0.21, 0.22, 0.16, 0.21, 0.21, 0.26, 0.22, 0.23, 0.21, 0.22, 0.23]
}


#B
{
  "formula": "C22H23N3O2S",
  "method": "ωB97M-V/def2-TZVPD",
  "smiles": "Cc1cccc2cc3c(nc12)S/C(=N\\C[C@@H]1CCCO1)N(Cc1ccco1)C3",
  "molar_mass_g_mol": 393.5,
  "multiplicity": 1,
  "homo_ev": -8.3,
  "e_lumo_ha": 0.0046,
  "elements": ["C", "C", "C", "C", "C", "C", "C", "C", "C", "N", "C", "S", "C", "N", "C", "C", "C", "C", "C", "O", "N", "C", "C", "C", "C", "C", "O", "C", "H", "H", "H", "H", "H", "H", "H", "H", "H", "H", "H", "H", "H", "H", "H", "H", "H", "H", "H", "H", "H", "H", "H"],
  "positions_angstrom": [[-4.929, -2.682, -0.132], [-5.116, -1.204, -0.032], [-6.354, -0.622, 0.076], [-6.508, 0.769, 0.170], [-5.416, 1.593, 0.157], [-4.125, 1.045, 0.049], [-2.953, 1.833, 0.019], [-1.732, 1.233, -0.099], [-1.704, -0.180, -0.159], [-2.758, -0.941, -0.141], [-3.972, -0.366, -0.045], [-0.144, -0.976, -0.312], [0.883, 0.121, 0.758], [1.848, -0.306, 1.433], [2.325, -1.646, 1.412], [3.659, -1.714, 0.636], [3.464, -1.515, -0.868], [3.125, -2.930, -1.342], [3.770, -3.828, -0.270], [4.259, -2.985, 0.761], [0.492, 1.420, 0.813], [1.430, 2.358, 1.417], [2.481, 2.780, 0.442], [2.520, 3.798, -0.468], [3.732, 3.645, -1.183], [4.332, 2.542, -0.659], [3.584, 2.015, 0.320], [-0.423, 1.953, -0.177], [-5.885, -3.199, -0.121], [-4.395, -2.926, -1.048], [-4.318, -3.034, 0.697], [-7.235, -1.247, 0.089], [-7.501, 1.184, 0.253], [-5.526, 2.665, 0.228], [-3.036, 2.911, 0.072], [1.604, -2.343, 0.965], [2.523, -1.948, 2.445], [4.345, -0.983, 1.074], [4.397, -1.171, -1.316], [2.680, -0.796, -1.090], [2.045, -3.074, -1.366], [3.521, -3.137, -2.333], [4.625, -4.391, -0.657], [3.046, -4.541, 0.144], [1.898, 1.842, 2.255], [0.867, 3.226, 1.769], [1.787, 4.567, -0.606], [4.099, 4.268, -1.972], [5.259, 2.055, -0.886], [-0.561, 3.017, 0.023], [-0.009, 1.844, -1.194]],
  "nbo_charge": [-0.63, -0.01, -0.20, -0.20, -0.19, -0.11, -0.14, -0.01, 0.07, -0.45, 0.22, 0.22, 0.37, -0.52, -0.26, 0.10, -0.43, -0.44, -0.07, -0.52, -0.45, -0.26, 0.26, -0.31, -0.32, 0.09, -0.39, -0.25, 0.21, 0.23, 0.23, 0.21, 0.21, 0.21, 0.21, 0.18, 0.21, 0.20, 0.21, 0.22, 0.21, 0.22, 0.18, 0.17, 0.26, 0.21, 0.22, 0.23, 0.20, 0.22, 0.21]
}


Most stable structure: #A